Record 1
This record from the Open Molecules 2025 dataset describes C44H38N4O4RhSeTe as an isolated structure. The level of theory is wB97M-V/def2-TZVPD.

Structure (XYZ):
```
93
Properties=species:S:1:pos:R:3:forces:R:3:lowdin_charge:R:1
Te -1.17414 0.73828 -2.46652 -0.2 -0.2 0.7 1.61
Rh -0.38893 0.11061 0.02889 0.3 0.9 -0.9 0.76
Se -0.05099 -2.35329 -0.04292 0.0 0.0 0.1 0.81
O -3.87782 -0.75047 1.86787 0.0 -0.1 0.0 0.09
O 1.48081 0.39875 -0.73734 0.1 -0.3 0.6 -0.29
O 4.34917 -0.10446 -2.39613 -0.1 0.0 0.0 0.11
O -2.33247 -0.27581 0.34317 -0.1 0.2 -0.1 -0.26
N -0.44818 0.02480 2.21568 0.0 -0.4 0.1 0.08
N -0.31286 -2.52338 -2.89109 0.1 0.0 0.0 -0.15
N -2.14980 -3.10364 -1.91754 0.0 0.0 0.0 -0.10
N -0.49338 2.20596 0.05722 -0.2 -0.3 0.1 -0.05
C 2.31154 1.31775 -0.31391 -0.2 0.2 -0.2 -0.34
C 0.19358 0.00568 4.56531 0.0 0.0 0.0 -0.14
C 2.28298 2.90038 -3.99275 0.0 0.0 0.0 -0.05
C -2.05671 -0.48156 3.94324 0.0 0.0 0.1 0.03
C -1.80492 2.78744 -0.27962 0.0 0.0 -0.1 -0.24
C 0.75838 5.37566 -0.48342 0.0 0.0 0.0 -0.03
C -0.44180 4.88510 1.54746 0.0 0.0 0.0 -0.03
C 0.12328 2.22843 -3.19134 0.1 0.0 0.0 -0.48
C 4.25717 3.17160 0.58775 0.0 0.1 0.0 -0.25
C -1.67119 -0.29882 2.60722 0.0 0.1 -0.1 -0.17
C -1.20816 -2.84757 -3.88445 0.0 0.0 0.0 -0.04
C -0.89531 -2.67572 -1.68964 -0.1 0.0 0.0 -0.66
C 1.47279 1.95195 -3.38384 -0.1 0.0 0.0 -0.12
C -1.12620 -0.33363 4.92293 0.0 0.0 0.0 0.03
C 4.41245 -2.64441 -1.20838 0.0 0.0 0.0 -0.02
C 0.50977 0.18034 3.19443 0.0 -0.1 0.0 -0.16
C -3.13869 -3.45797 -0.90209 0.0 0.0 -0.1 0.01
C 0.27202 4.45185 0.43438 0.0 0.0 0.0 -0.22
C -0.67157 6.23903 1.73844 0.0 0.0 0.0 -0.06
C 0.39529 4.36992 -4.24158 0.0 0.0 0.1 -0.08
C 4.62815 1.97560 -0.03434 0.0 -0.1 0.0 0.05
C 4.15772 -3.94501 0.79654 0.0 0.0 0.0 -0.07
C 4.11908 -1.48442 -0.49315 0.0 0.0 0.0 -0.15
C 3.68683 1.06696 -0.46967 0.1 0.1 0.0 -0.09
C 1.20291 0.17129 5.54275 0.0 0.0 0.0 -0.02
C 1.74558 4.10528 -4.42463 0.0 0.0 0.0 -0.07
C -0.42046 3.43309 -3.62307 0.0 0.0 0.0 -0.14
C -2.35648 -3.21505 -3.27476 0.0 0.0 0.0 -0.02
C 1.91567 2.56803 0.22289 0.0 -0.2 0.2 -0.09
C 0.51699 2.99258 0.24407 0.1 0.1 -0.1 -0.16
C -2.52366 1.98871 -1.37465 0.1 0.0 0.0 -0.40
C 1.04918 -2.03695 -3.09164 -0.1 -0.1 0.0 -0.02
C 0.50652 6.72716 -0.30138 0.0 0.0 0.0 -0.05
C 4.08130 -0.18254 -1.21478 0.0 0.0 0.0 -0.30
C 4.42658 -3.87009 -0.56625 0.0 0.0 0.0 -0.07
C 5.29308 4.14670 1.08182 0.0 0.0 0.0 -0.04
C -0.20619 7.15921 0.80881 0.0 0.0 0.0 -0.07
C 3.87317 -1.56412 0.87197 0.0 0.0 0.0 -0.02
C 1.83519 0.50328 2.85680 0.0 0.0 0.0 -0.01
C 2.90838 3.44678 0.69122 0.1 0.0 0.0 0.02
C -2.74332 -0.46754 1.55341 0.1 0.0 -0.1 -0.59
C 2.79054 0.66637 3.81971 0.0 0.0 0.0 -0.04
C 2.47662 0.49909 5.18299 0.0 0.0 0.0 -0.05
C 3.88904 -2.79111 1.51742 0.0 0.0 0.0 -0.06
H -0.95066 -2.79122 -4.92683 0.0 0.0 0.0 0.13
H 4.17117 -4.90482 1.29667 0.0 0.0 0.0 0.11
H 1.33475 5.03122 -1.33214 0.0 0.0 -0.1 0.12
H -1.21555 6.57597 2.61080 0.0 0.0 0.0 0.11
H 1.74156 -2.66042 -2.53373 0.1 0.0 0.0 0.09
H 2.08438 0.62042 1.82227 0.0 0.0 -0.2 0.07
H -3.08978 -0.73490 4.13033 0.0 0.0 0.0 0.13
H -3.19097 1.24755 -0.94579 -0.1 0.0 0.0 0.03
H 5.68083 1.74879 -0.17020 0.0 0.0 0.0 0.14
H 6.24951 3.65300 1.25050 0.0 0.0 0.0 0.08
H 3.67451 -0.66279 1.43381 0.0 0.0 0.0 0.09
H -1.47606 3.64460 -3.49953 0.0 0.0 0.0 0.10
H 4.98373 4.61213 2.01791 0.0 0.0 0.0 0.08
H 4.65429 -4.77056 -1.12204 0.0 0.0 0.0 0.11
H 2.37823 4.83661 -4.91026 0.0 0.0 0.0 0.11
H 0.93898 0.02843 6.58319 0.0 0.0 0.0 0.12
H -0.80463 4.16197 2.26910 0.0 0.0 0.0 0.12
H 1.89849 1.01222 -3.05901 0.1 0.0 0.0 0.08
H 1.14098 -1.01510 -2.72355 0.1 -0.1 0.0 0.03
H 4.63276 -2.56288 -2.26530 0.0 0.0 0.0 0.12
H -2.80187 -3.08268 0.05649 0.0 0.0 0.1 0.05
H 0.87771 7.44506 -1.02116 0.0 0.0 0.0 0.11
H 3.80027 0.92496 3.52552 0.0 0.0 0.0 0.12
H -3.29449 -3.54749 -3.68199 0.0 0.0 0.0 0.14
H -3.25012 -4.53990 -0.86468 0.0 0.0 0.0 0.11
H -0.02863 5.30552 -4.58239 0.0 0.0 0.0 0.11
H -0.39389 8.21484 0.95384 0.0 0.0 0.0 0.11
H -3.08976 2.63100 -2.04519 0.1 0.0 0.0 0.06
H -2.44182 2.82262 0.60684 0.0 -0.1 0.0 0.13
H 1.27462 -2.08257 -4.15361 0.0 0.0 0.0 0.11
H -1.37678 -0.47608 5.96690 0.0 0.0 0.0 0.13
H -4.08909 -2.99400 -1.15367 0.0 0.0 0.0 0.11
H 3.69623 -2.84471 2.58135 0.0 0.0 0.0 0.11
H 3.24482 0.62084 5.93450 0.0 0.0 0.0 0.11
H 5.46018 4.94646 0.35740 0.0 0.0 0.0 0.09
H 2.60643 4.38181 1.14564 0.0 0.0 0.0 0.13
H -1.65654 3.81047 -0.62146 -0.1 0.0 0.0 0.11
H 3.33436 2.68649 -4.13484 0.0 0.0 0.0 0.12
```
Positions in Å, forces in eV/Å.

Energy relative to the best compared isomer or geometry (same formula, charge and spin) in kcal per mole: 0.0
HOMO level in eV: -10.2
Electronic energy in eV: -136040.5324
Orbital gap in eV: 7.11
Net charge: +1

=====

Record 2
This record from the Open Molecules 2025 dataset describes C2H8N3S2 as an isolated structure. The level of theory is wB97M-V/def2-TZVPD.

Structure (XYZ):
```
15
Properties=species:S:1:pos:R:3:forces:R:3:lowdin_charge:R:1
S -0.61253 -0.09384 -0.75546 0.2 1.0 0.1 0.98
S -3.93078 -0.27814 0.13959 0.3 0.1 0.0 0.47
N 2.41647 0.01822 0.32258 -0.4 0.9 0.6 0.08
N 0.42515 2.38168 0.04984 0.1 0.5 0.2 0.13
N 2.06866 -1.08680 -0.21815 0.3 -0.3 -0.6 -0.20
C 0.02210 1.22212 -0.29977 0.1 -1.2 -0.4 -0.62
C 0.97120 -1.72758 0.13270 -0.1 -0.4 0.2 -0.14
H -0.12766 3.21644 -0.12722 0.0 -0.2 0.0 0.15
H 0.74044 -2.65745 -0.35397 0.1 -0.1 -0.1 0.09
H 0.56091 -1.52737 1.10713 0.0 0.1 0.1 0.09
H -4.75697 -1.21408 -0.30502 -0.2 -0.3 -0.2 -0.21
H 2.56920 -1.46106 -1.03804 -0.1 0.3 0.3 0.19
H -4.87578 0.29713 0.87070 -0.2 0.2 0.2 -0.21
H 3.24718 0.42040 -0.10628 0.0 -0.4 -0.3 0.08
H 1.28242 2.49032 0.58138 -0.1 -0.1 -0.1 0.13
```
Positions in Å, forces in eV/Å.

Energy relative to the best compared isomer or geometry (same formula, charge and spin) in kcal per mole: 88.8
HOMO level (spin up / spin down) in eV: -12.6 / -12.6
Electronic energy in eV: -28334.5544
Orbital gap (spin up / spin down) in eV: 7.99 / 7.99
Net charge: +1

=====

Record 3
This record from the Open Molecules 2025 dataset describes C2H4LiOYb as an isolated structure. The level of theory is wB97M-V/def2-TZVPD.

Structure (XYZ):
```
9
Properties=species:S:1:pos:R:3:forces:R:3:lowdin_charge:R:1
Yb -0.16395 -0.28473 -1.70534 -0.2 2.5 -0.3 1.31
O -0.31250 1.81664 -1.68963 -0.1 -2.0 -0.3 -1.08
C 0.71280 -0.36752 0.91909 0.4 -1.3 0.6 -0.11
C -0.35160 -1.21226 0.84484 0.7 1.2 0.6 -0.14
Li -0.86205 3.34478 -2.20921 0.2 -0.4 0.2 0.72
H -1.36395 -0.87239 1.08475 0.2 0.0 -0.4 0.07
H 0.84202 0.70156 1.11076 -1.1 -0.2 -0.1 0.08
H 1.70012 -0.83893 0.94080 -0.1 -0.1 -0.5 0.07
H -0.20089 -2.28716 0.70394 0.0 0.3 0.2 0.07
```
Positions in Å, forces in eV/Å.

Energy relative to the best compared isomer or geometry (same formula, charge and spin) in kcal per mole: 0.0
HOMO level in eV: -11.6
Electronic energy in eV: -35913.8508
Orbital gap in eV: 7.34
Net charge: +1

=====

Record 4
This record from the Open Molecules 2025 dataset describes C24H29N5O9P2SeTa as an isolated structure. The level of theory is wB97M-V/def2-TZVPD.

Structure (XYZ):
```
71
Properties=species:S:1:pos:R:3:forces:R:3:lowdin_charge:R:1
Ta -0.46151 0.21814 0.13172 0.3 -0.3 -0.1 2.00
Se -1.66116 -3.08339 -0.16249 -0.2 0.0 0.0 1.30
P 0.62397 -0.59878 -2.97232 0.0 0.0 0.0 0.50
P 0.55511 2.16058 -2.31365 0.1 0.0 0.0 0.42
O -0.38187 1.79317 -1.15567 -0.1 0.1 0.0 -0.40
O 1.71708 0.27625 -0.82910 0.0 0.1 0.0 -0.19
O 0.25384 -0.18230 -4.42260 0.0 0.1 0.0 -0.08
O -0.00401 2.29824 -3.67743 0.0 0.0 0.0 -0.24
O 1.37174 3.43992 -1.86228 0.0 0.0 0.0 -0.07
O -2.90507 1.59714 2.28072 0.0 0.0 0.0 0.08
O -0.48431 -0.69422 -1.97203 0.1 0.0 0.0 -0.37
O 1.30201 2.26109 0.77903 0.0 0.0 0.0 -0.06
O 1.38419 -1.95943 -3.15052 0.0 0.0 0.0 -0.04
N -2.40370 -0.18990 0.11935 -0.3 0.1 -0.1 -0.14
N 0.24348 4.01671 1.76021 0.0 0.0 0.0 -0.03
N -0.84612 -4.57583 -0.51145 0.1 -0.1 0.0 -0.20
N -0.12539 -2.16007 0.05446 0.1 0.1 0.0 -0.29
N -0.85118 1.96885 1.34381 0.0 0.0 0.3 0.01
C 0.45564 -4.36158 -0.50634 0.0 0.0 0.0 -0.36
C -4.52157 -0.94318 0.45671 0.0 0.0 -0.1 -0.04
C 2.27243 -2.71733 -0.35567 0.0 0.0 0.0 -0.06
C -1.99906 2.36875 2.05945 -0.1 0.0 -0.2 -0.44
C 2.03325 -1.94997 2.74645 -0.1 0.0 0.0 -0.08
C 1.68517 0.68990 -2.22409 -0.1 0.0 0.0 -0.51
C 1.40604 -5.39523 -0.78215 0.0 0.0 0.0 -0.01
C 0.26240 2.74458 1.27951 0.1 0.0 0.0 -0.52
C -2.98761 -1.46529 2.35175 0.0 0.1 0.0 -0.08
C -0.00031 -0.95739 3.03189 0.0 0.0 -0.1 -0.14
C -0.91020 4.51078 2.33469 0.0 0.0 0.0 -0.03
C -3.29300 -0.90227 1.00529 0.0 0.0 0.0 -0.43
C 0.74552 -0.16246 2.02177 0.0 0.0 0.0 -0.35
C 0.87793 -3.00497 -0.22507 0.0 0.0 0.0 -0.32
C 3.06853 0.85643 -2.80716 0.0 0.0 0.0 -0.03
C 0.74924 -2.00773 3.42549 0.1 0.0 0.0 -0.06
C -2.92092 1.14321 -2.13563 0.0 0.0 0.0 -0.04
C 2.04749 -0.87171 1.93993 0.0 0.0 0.0 -0.15
C -2.00547 3.76374 2.48355 0.1 0.0 0.0 0.04
C -4.49684 -0.21866 -0.77236 0.0 -0.1 0.0 -0.03
C 2.71599 -5.07469 -0.83789 0.0 0.0 0.0 -0.06
C 1.43468 4.85963 1.68787 0.0 0.0 0.0 0.01
C -3.25016 0.24688 -0.98274 -0.1 -0.1 0.0 -0.30
C 3.13580 -3.71994 -0.64760 0.0 0.0 0.0 -0.05
H 1.03661 -6.39784 -0.94572 0.0 0.0 0.0 0.12
H -2.89930 4.14682 2.94901 0.0 0.0 0.0 0.12
H -5.32934 -0.03562 -1.43254 0.0 0.0 0.0 0.12
H 1.99105 1.04024 -0.26607 0.0 0.0 0.0 0.08
H 2.23122 4.29296 1.22080 0.0 0.0 0.0 0.09
H 1.62395 -2.18519 -4.06017 0.0 0.0 0.0 0.12
H 2.89193 -0.52214 1.36465 0.0 0.0 0.0 0.10
H -2.10154 -2.09429 2.39464 0.0 0.0 0.0 0.02
H -0.85242 5.54044 2.66027 0.0 0.0 0.0 0.14
H 3.45872 -5.83270 -1.04669 0.0 0.0 0.0 0.11
H -2.89462 -0.66286 3.08156 0.0 0.0 0.0 0.07
H 0.48126 -2.72864 4.18497 0.0 0.0 0.0 0.11
H 3.60578 1.65073 -2.28809 0.0 0.0 0.0 0.10
H -5.37433 -1.42088 0.91172 0.0 0.0 0.0 0.12
H -2.67089 2.15386 -1.81713 0.0 0.0 0.0 0.08
H -2.12563 0.77670 -2.77533 0.0 0.0 0.0 0.04
H 1.22390 5.74634 1.09155 0.0 0.0 0.0 0.10
H 0.92609 0.82337 2.44554 0.0 0.0 -0.1 0.11
H 2.62956 -1.71189 -0.24725 0.0 0.0 0.0 0.07
H 4.18872 -3.48733 -0.74665 0.0 0.0 0.0 0.11
H 3.63295 -0.07175 -2.71678 0.0 0.0 0.0 0.09
H 3.00100 1.12547 -3.86270 0.0 0.0 0.0 0.10
H -0.01270 0.78683 -4.44411 0.0 -0.1 0.0 0.07
H -3.84190 -2.07782 2.63750 0.0 0.0 0.0 0.10
H 1.73980 5.15740 2.68980 0.0 0.0 0.0 0.10
H 2.84969 -2.64092 2.90171 0.0 0.0 0.0 0.11
H -0.93291 -0.64552 3.46380 0.0 0.0 0.0 0.08
H 1.51647 4.05345 -2.59719 0.0 0.0 0.0 0.11
H -3.82514 1.20312 -2.73854 0.0 0.0 0.0 0.09
```
Positions in Å, forces in eV/Å.

Energy relative to the best compared isomer or geometry (same formula, charge and spin) in kcal per mole: 25.5
HOMO level in eV: -10.5
Electronic energy in eV: -136713.6132
Orbital gap in eV: 6.82
Net charge: +1

=====

Record 5
This record from the Open Molecules 2025 dataset describes C4H8N2O in the gas phase. The level of theory is wB97M-V/def2-TZVPD.

Structure (XYZ):
```
15
Properties=species:S:1:pos:R:3:forces:R:3:lowdin_charge:R:1
O 1.25806 0.31060 0.75996 -1.1 -1.1 0.4 -0.08
N 1.24050 2.45391 -1.05530 -1.1 0.1 -0.7 0.17
N 0.22447 -1.84105 0.12800 0.2 -0.4 -0.1 0.00
C -0.00349 0.49461 -0.07879 0.9 0.0 0.7 -0.46
C 0.43151 1.65525 -0.84521 1.3 0.9 0.0 -0.15
C -1.28251 0.69689 0.75209 0.3 0.0 0.2 -0.02
C -0.05199 -0.83384 -0.87911 0.1 0.2 0.0 -0.21
H -1.38796 -0.19777 1.36741 0.0 0.2 0.1 0.08
H 0.67638 -0.76625 -1.70475 0.0 -0.1 0.2 0.12
H -1.03782 -1.04469 -1.32595 0.2 0.5 0.2 0.13
H 1.88870 0.98733 1.06890 -1.4 0.5 -0.9 0.12
H 1.09820 -1.55256 0.55931 -0.2 -0.4 0.1 0.06
H -2.21466 0.79984 0.16649 0.7 -0.1 -0.2 0.10
H -1.19329 1.58917 1.37276 0.0 -0.1 0.1 0.09
H 0.35389 -2.75144 -0.28582 -0.1 -0.1 -0.1 0.07
```
Positions in Å, forces in eV/Å.

Energy relative to the best compared isomer or geometry (same formula, charge and spin) in kcal per mole: 59.1
SMILES: C[C@](O)(C#N)CN
HOMO level in eV: -9.6
Electronic energy in eV: -9303.8310
Orbital gap in eV: 10.31

=====

energy relative to the best compared isomer or geometry (same formula, charge and spin) of number 3 (C2H4LiOYb)? 0.0 kcal per mole